(1)
24
Properties=species:S:1:pos:R:3 method="wB97M-V/def2-TZVPD" energy_ha=-421.4368 charge=+1 multiplicity=2
C 1.721 1.287 -0.076
N 1.070 0.526 -1.190
C 1.101 -0.957 -1.045
C -0.334 -1.541 -0.742
C -0.638 -1.164 0.696
N -2.579 1.198 1.031
H 0.985 1.243 0.809
H 1.857 2.358 -0.367
H 2.616 0.743 0.167
H 0.081 0.805 -1.156
H 1.584 -1.477 -1.873
H 1.691 -1.173 -0.031
H -0.320 -2.632 -0.850
H -0.020 -1.746 1.342
H -0.375 -0.169 0.977
H -1.676 -1.249 0.918
H -2.451 0.942 0.020
H -3.509 1.213 1.437
H -0.954 -1.193 -1.553
H -1.794 1.976 -1.343
O -1.577 0.999 -1.388
H -2.036 2.039 1.117
H 3.272 -1.138 1.555
O 2.287 -0.890 1.548

(2)
24
Properties=species:S:1:pos:R:3 method="wB97M-V/def2-TZVPD" energy_ha=-421.6388 charge=+1 multiplicity=2
C 2.443 0.007 -1.489
C 1.156 -0.661 -0.961
C -0.071 0.068 -1.579
C -1.400 -0.514 -1.142
N -2.084 0.286 -0.160
N 1.136 -0.599 0.466
H 2.785 -0.323 -2.463
H 2.527 1.093 -1.376
H 3.215 -0.223 -0.740
H 1.186 -1.717 -1.213
H 0.032 0.120 -2.661
H -0.112 1.132 -1.317
H -1.999 -0.815 -2.008
H -1.183 -1.563 -0.838
H -1.343 0.472 0.518
H -2.737 -0.314 0.303
H 0.273 -1.004 0.857
H 1.252 0.321 0.908
H -0.653 -3.013 2.111
H -0.773 -1.838 3.065
O -1.278 -2.347 2.422
H -0.623 3.367 1.028
H 0.826 3.851 0.954
O 0.197 3.388 1.513

(3)
24
Properties=species:S:1:pos:R:3 method="wB97M-V/def2-TZVPD" energy_ha=-421.6770 charge=+1 multiplicity=2
C 1.172 -1.049 -1.414
C 1.384 -1.331 0.077
C 1.716 -0.068 0.860
C 0.695 1.420 2.497
N 0.568 0.615 1.400
N -0.313 -1.302 -1.807
H 1.288 -0.008 -1.684
H 1.758 -1.711 -2.043
H 0.495 -1.800 0.507
H 2.218 -2.023 0.177
H 2.492 -0.236 1.608
H 2.250 0.641 0.201
H 1.577 1.723 3.026
H -0.196 1.842 2.942
H -0.359 0.323 1.114
H -0.319 -2.212 -2.268
H -0.591 -0.656 -2.537
H -0.895 -1.242 -0.960
H -2.675 -0.667 0.813
H -2.308 0.441 -0.255
O -1.941 -0.229 0.364
H -2.907 2.637 -0.207
H -2.746 2.733 -1.553
O -2.363 2.162 -0.858

(4)
24
Properties=species:S:1:pos:R:3 method="wB97M-V/def2-TZVPD" energy_ha=-421.2157 charge=+2 multiplicity=1
C -0.231 0.127 0.710
C 0.842 1.051 -0.090
C 1.875 0.183 -0.841
C 3.062 -0.186 -0.212
N 1.509 -0.504 -2.052
N -1.308 0.989 1.537
H -0.759 -0.489 -0.071
H 0.445 -0.410 1.350
H 0.285 1.797 -0.673
H 1.395 1.662 0.586
H 3.713 -1.017 -0.545
H 3.436 0.208 0.710
H 2.245 -1.168 -2.272
H 0.499 -0.921 -2.257
H 3.337 1.692 -1.412
H -1.827 0.391 2.242
H -0.894 1.786 2.051
H -2.056 1.414 0.918
H -3.703 -0.856 3.967
H -4.192 -0.151 2.761
O -3.429 -0.623 3.078
H -1.087 -2.351 -3.360
H -1.834 -1.014 -3.343
O -1.322 -1.608 -2.781

(5)
27
Properties=species:S:1:pos:R:3 method="wB97M-V/def2-TZVPD" energy_ha=-970.3572 charge=+1 multiplicity=2
O 1.628 0.954 1.730
C 0.663 0.939 0.978
N -0.649 0.739 1.499
C -1.870 0.732 0.663
C -2.699 1.973 1.073
S -2.924 3.038 -0.395
C 0.861 0.937 -0.433
N 2.244 1.008 -0.877
H -0.728 0.538 2.470
H -1.480 0.713 -0.349
H -2.432 -0.212 0.769
H -2.261 2.580 1.847
H -3.692 1.702 1.392
H -1.543 3.155 -0.690
H 0.062 1.250 -1.073
H 2.809 1.331 -0.093
H 2.584 0.103 -1.373
H 2.403 1.705 -1.629
H 0.562 -1.822 1.498
H -0.136 -2.871 2.299
O -0.091 -2.527 1.395
H -0.102 -3.858 -0.576
H -0.339 -2.870 -1.805
O 0.131 -3.639 -1.481
H 3.090 -2.065 -2.464
H 1.591 -2.033 -2.017
O 2.321 -1.497 -2.357

(6)
25
Properties=species:S:1:pos:R:3 method="wB97M-V/def2-TZVPD" energy_ha=-456.0586 multiplicity=1
C 0.005 1.298 1.518
C -1.785 -0.323 1.685
N -1.256 0.925 1.154
N -1.587 1.275 -0.133
O 0.425 2.500 1.029
H -0.158 2.650 0.256
H -2.597 1.273 -0.224
H -1.368 0.245 -1.021
H 0.336 1.069 2.521
H 0.849 0.184 0.528
H -1.571 -1.149 1.000
H -1.341 -0.541 2.656
H -2.866 -0.226 1.800
C 1.668 0.400 -1.383
C 1.706 -1.655 -0.095
N 0.971 -0.433 -0.404
N -1.130 -0.842 -1.823
H -0.657 -0.861 -2.724
H -0.817 -1.685 -1.347
H 1.043 1.260 -1.619
H 2.629 0.770 -1.006
H 1.177 -2.205 0.686
H 2.740 -1.474 0.235
H 1.742 -2.279 -0.991
H 1.842 -0.174 -2.296

(7)
26
Properties=species:S:1:pos:R:3 method="wB97M-V/def2-TZVPD" energy_ha=-489.9681 charge=+2 multiplicity=1
C -0.563 -1.003 2.837
C -2.336 -0.590 0.989
N -1.620 -1.354 1.900
N -2.487 0.740 1.225
N -2.683 -1.083 -0.304
H -1.735 -2.366 1.814
H -2.128 1.166 2.114
H -2.806 1.398 0.550
H -2.347 -2.104 -0.435
H -3.657 -0.791 -0.640
H -0.898 -0.155 3.629
H 0.241 -0.504 2.400
H -0.198 -1.729 3.618
C 0.786 -0.544 -2.579
C 2.205 1.093 -1.051
N 1.792 -0.141 -1.494
N 1.845 2.210 -1.761
N 3.101 1.189 -0.006
H 2.396 -1.067 -1.206
H 1.201 2.024 -2.539
H 1.985 3.173 -1.475
H 3.373 0.416 0.499
H 2.983 2.093 0.483
H 1.180 -1.485 -3.053
H 0.571 0.131 -3.380
H -0.200 -0.717 -2.134

(8)
33
Properties=species:S:1:pos:R:3 method="wB97M-V/def2-TZVPD" energy_ha=-1072.3409 charge=+3 multiplicity=1
Tl 1.914 2.212 0.723
C -1.404 -3.234 1.198
O -0.755 -2.176 1.181
N -2.223 -3.472 0.262
N -1.477 -4.102 2.148
H -2.430 -2.797 -0.460
H -2.973 -4.097 0.523
H -0.960 -3.827 2.971
H -2.133 -4.866 2.075
C 2.134 5.457 -4.754
O 2.164 4.971 -3.638
N 2.753 4.985 -5.773
N 1.583 6.565 -5.016
H 3.062 4.025 -5.724
H 2.825 5.614 -6.561
H 0.909 6.899 -4.342
H 1.758 7.061 -5.878
C 3.720 -3.757 0.686
O 3.831 -2.521 0.750
N 3.592 -4.454 -0.351
N 3.765 -4.468 1.767
H 3.378 -3.928 -1.186
H 3.382 -5.442 -0.344
H 3.726 -4.009 2.666
H 3.788 -5.472 1.661
C -3.709 1.900 3.163
O -2.519 2.087 3.235
N -4.548 2.425 4.006
N -4.329 1.216 2.287
H -5.420 1.958 4.207
H -4.234 3.151 4.634
H -5.323 1.137 2.447
H -3.845 0.958 1.439

(9)
23
Properties=species:S:1:pos:R:3 method="wB97M-V/def2-TZVPD" energy_ha=-367.0047 charge=+1 multiplicity=1
C 0.640 1.304 0.847
C 0.605 -0.056 1.579
C -0.565 -0.981 1.208
C -0.368 -2.143 0.263
N 0.110 1.184 -0.527
H -0.027 1.952 1.395
H 1.668 1.662 0.872
H 1.526 -0.590 1.333
H 0.645 0.103 2.653
H -1.004 -1.317 2.159
H -1.480 -0.379 1.035
H 0.236 -1.915 -0.609
H -1.351 -2.446 -0.095
H 0.054 -3.011 0.760
H -0.811 0.736 -0.486
H 0.701 0.647 -1.174
H -0.025 2.089 -0.983
H 2.698 1.086 -2.652
H 3.200 0.058 -1.672
O 2.566 0.784 -1.740
H -3.067 -0.148 -0.840
H -3.336 0.909 -1.898
O -2.615 0.474 -1.428

(10)
23
Properties=species:S:1:pos:R:3 method="wB97M-V/def2-TZVPD" energy_ha=-366.9315 charge=+1 multiplicity=1
C -0.891 0.799 -1.155
C -1.459 -0.563 -0.878
C -1.611 -0.970 0.671
C -2.594 -0.925 -1.935
N 0.719 0.742 -1.025
H -1.136 1.107 -2.126
H -1.244 1.577 -0.507
H -0.642 -1.276 -1.134
H -0.730 -0.476 1.388
H -2.614 -0.743 1.073
H -1.422 -1.971 0.703
H -3.300 0.027 -1.947
H -3.126 -1.884 -1.720
H -2.050 -1.029 -2.889
H 1.179 0.797 0.075
H 1.264 -0.067 -1.661
H 1.111 1.590 -1.447
H 2.759 0.681 1.867
H 1.142 0.807 1.879
O 1.902 0.927 1.257
H 4.692 0.959 3.163
H 4.127 -0.385 3.529
O 3.926 0.275 2.817

(11)
23
Properties=species:S:1:pos:R:3 method="wB97M-V/def2-TZVPD" energy_ha=-367.0068 charge=+1 multiplicity=1
C -2.518 -0.067 -0.241
C -1.163 0.358 -0.823
N -0.191 0.381 0.371
C -0.393 1.519 1.288
C -0.650 -0.592 -1.884
H -2.489 -1.131 -0.003
H -3.228 -0.043 -1.075
H -2.861 0.628 0.507
H -1.223 1.406 -1.111
H -0.373 -0.454 0.888
H 0.803 0.350 0.136
H -1.271 1.368 1.902
H 0.471 1.682 1.910
H -0.435 2.464 0.749
H -1.002 -0.257 -2.856
H -0.913 -1.629 -1.684
H 0.430 -0.547 -1.887
H 2.142 -1.383 2.688
H 1.480 -2.091 1.552
O 1.539 -1.211 1.955
H 3.071 -0.326 -0.241
H 2.666 0.776 -1.250
O 2.492 -0.130 -0.981

(12)
23
Properties=species:S:1:pos:R:3 method="wB97M-V/def2-TZVPD" energy_ha=-366.9958 charge=+1 multiplicity=1
C -0.900 0.878 -0.027
C 0.025 1.552 1.020
C -0.863 1.938 2.201
C 1.162 0.616 1.506
N -0.147 0.065 -1.009
H -1.562 0.237 0.536
H -1.484 1.641 -0.534
H 0.497 2.412 0.555
H -0.868 1.173 2.981
H -0.513 2.834 2.725
H -1.905 2.097 1.939
H 0.808 -0.009 2.315
H 1.883 1.287 1.958
H 1.643 -0.020 0.762
H -0.448 -0.017 -1.990
H 0.790 0.449 -1.100
H -0.006 -0.908 -0.720
H 1.964 -0.630 -3.423
H 0.787 -1.231 -4.133
O 1.022 -0.832 -3.281
H -1.207 -4.915 -1.094
H -0.182 -4.352 -0.138
O -0.494 -4.264 -1.049

(13)
24
Properties=species:S:1:pos:R:3 method="wB97M-V/def2-TZVPD" energy_ha=-764.5702 charge=+2 multiplicity=2
C 2.378 -1.033 -1.987
C -4.363 -0.571 -1.730
C -4.593 0.493 -0.846
S -0.889 -0.355 0.424
C -0.032 -1.411 1.565
N 2.950 -0.988 -0.685
H 3.166 -0.850 -2.709
H 1.647 -0.242 -2.113
H -3.343 -0.910 -1.835
H -5.134 -0.952 -2.378
H -3.770 1.069 -0.442
H -5.583 0.853 -0.633
H 0.942 -0.994 1.825
H 0.082 -2.410 1.147
H -0.598 -1.465 2.501
H 3.555 -0.187 -0.411
H 2.012 -2.033 -2.114
H 2.488 -1.449 0.099
H 0.067 1.505 1.371
H 0.470 2.172 2.670
O 0.667 2.192 1.726
H 2.377 1.710 0.912
H 3.784 2.186 0.320
O 3.157 1.458 0.383

(14)
24
Properties=species:S:1:pos:R:3 method="wB97M-V/def2-TZVPD" energy_ha=-442.1664 charge=+1 multiplicity=1
C 2.736 1.092 -0.855
C 2.005 0.481 0.401
C 0.555 0.819 0.506
C -0.206 1.736 -0.027
N -1.672 1.369 0.001
H 2.289 2.065 -1.109
H 2.685 0.432 -1.725
H 3.752 1.388 -0.513
H 2.412 0.786 1.355
H 2.130 -0.624 0.617
H 0.194 -0.062 1.309
H 0.152 2.545 -0.752
H -1.670 0.409 -0.488
H -1.913 1.154 0.948
H -2.431 1.929 -0.374
H -3.614 -1.218 0.860
H -2.427 -1.078 1.854
O -2.909 -0.573 1.239
H -0.384 -0.893 -2.983
H 0.657 -0.344 -1.879
O -0.286 -0.624 -2.008
H -1.393 -3.691 0.860
H -0.146 -3.748 1.766
O -0.517 -3.350 0.997

(15)
24
Properties=species:S:1:pos:R:3 method="wB97M-V/def2-TZVPD" energy_ha=-442.2463 charge=+1 multiplicity=1
O 2.756 -0.942 0.507
C 2.338 0.355 0.110
C 1.021 0.741 0.750
N -0.128 -0.033 0.171
C -0.452 0.133 -1.265
C -1.304 1.365 -1.422
H 2.999 -0.930 1.443
H 3.078 1.115 0.352
H 2.308 0.299 -0.967
H 1.035 0.456 1.799
H 0.874 1.812 0.677
H -0.950 0.184 0.745
H 0.086 -1.029 0.353
H 0.452 0.291 -1.832
H -0.863 -0.790 -1.650
H -1.687 1.518 -2.429
H -2.153 1.260 -0.750
H -0.750 2.287 -1.249
H -3.787 0.823 0.872
H -3.207 -0.230 1.751
O -3.060 0.696 1.502
H 1.206 -2.939 0.023
H -0.090 -3.668 0.262
O 0.277 -2.774 0.248

(16)
27
Properties=species:S:1:pos:R:3 method="wB97M-V/def2-TZVPD" energy_ha=-991.2127 charge=-1 multiplicity=1
C -2.084 1.362 -0.878
N -3.040 0.551 -0.071
C -2.658 0.081 1.160
O -3.354 0.158 2.146
C -1.231 0.526 -1.804
C 0.169 1.068 -2.105
S 1.196 1.192 -0.566
H -2.759 1.964 -1.461
H -1.490 1.927 -0.168
H -4.007 0.843 -0.110
H -1.655 -0.367 1.113
H -1.130 -0.479 -1.381
H -1.718 0.327 -2.771
H 0.633 0.290 -2.700
H 0.096 2.020 -2.624
H 3.821 0.325 1.378
H 3.136 -0.289 0.238
O 3.819 -0.520 0.908
H 0.481 -0.652 3.137
H -0.536 0.438 3.369
O -0.122 -0.308 3.816
H 2.647 -1.664 1.845
H 1.636 -2.254 0.919
O 1.752 -2.063 1.862
H 2.019 -0.720 -1.828
H 1.858 -2.218 -1.802
O 2.519 -1.539 -1.622

(17)
23
Properties=species:S:1:pos:R:3 method="wB97M-V/def2-TZVPD" energy_ha=-387.6625 multiplicity=1 smiles=CCCC.O.O.O
C -0.315 -0.891 -1.866
C -0.715 2.040 0.741
C -0.836 0.560 0.264
C -0.537 0.588 -1.291
H -0.080 -1.666 -1.072
H 0.535 -1.056 -2.535
H -1.304 -1.125 -2.358
H -1.330 2.236 1.629
H -0.936 2.783 -0.054
H 0.347 2.324 0.864
H -1.886 0.192 0.372
H -0.143 -0.139 0.826
H -1.465 0.950 -1.865
H 0.335 1.343 -1.395
H 1.586 -0.610 3.174
H 2.504 0.569 2.795
O 1.737 0.319 3.243
H -2.287 -3.877 -0.081
H -2.218 -2.519 0.535
O -2.137 -3.405 0.808
H 2.469 0.986 -0.780
H 3.471 -0.064 -1.329
O 3.207 0.461 -0.627

(18)
23
Properties=species:S:1:pos:R:3 method="wB97M-V/def2-TZVPD" energy_ha=-387.6689 multiplicity=1 smiles=CC(C)C.O.O.O
C 0.480 -1.059 -1.261
C -0.589 -0.093 -0.666
C -1.241 -0.677 0.612
C -1.677 0.090 -1.752
H 1.046 -0.341 -1.859
H -0.048 -1.904 -1.671
H 1.249 -1.375 -0.553
H -0.296 0.894 -0.293
H -2.125 -0.143 0.944
H -1.605 -1.660 0.215
H -0.469 -0.798 1.364
H -1.455 -0.480 -2.670
H -1.706 1.106 -2.155
H -2.651 -0.172 -1.342
H 3.491 -1.944 -2.972
H 3.128 -1.235 -1.660
O 3.059 -1.172 -2.608
H 1.989 6.082 3.343
H 2.251 5.903 1.876
O 2.456 5.516 2.725
H -2.391 -2.716 3.558
H -1.000 -1.933 3.243
O -1.897 -1.889 3.581

(19)
23
Properties=species:S:1:pos:R:3 method="wB97M-V/def2-TZVPD" energy_ha=-387.6900 multiplicity=1 smiles=CC(C)C.O.O.O
C -0.733 -1.404 0.833
C 0.200 -0.183 0.614
C 1.113 0.035 1.832
C 1.065 -0.441 -0.601
H -1.411 -1.528 -0.004
H -0.089 -2.289 0.912
H -1.207 -1.272 1.800
H -0.475 0.635 0.605
H 1.180 1.088 2.110
H 2.048 -0.490 1.703
H 0.634 -0.396 2.708
H 0.687 -0.647 -1.592
H 1.900 0.256 -0.709
H 1.598 -1.377 -0.363
H -4.685 -3.698 -1.186
H -5.004 -5.137 -0.832
O -4.389 -4.601 -1.342
H 2.248 4.131 -0.937
H 2.849 4.879 0.296
O 3.045 4.264 -0.418
H -0.222 3.194 -2.413
H 0.065 2.071 -1.505
O -0.418 2.910 -1.511

(20)
24
Properties=species:S:1:pos:R:3 method="wB97M-V/def2-TZVPD" energy_ha=-785.8806 multiplicity=1 smiles=CCCCS.O.O.O
C -1.367 1.648 -1.837
C -0.409 0.983 -0.816
C -1.186 -0.009 0.087
C -0.278 -0.393 1.258
S -1.037 -1.524 2.459
H -1.547 0.973 -2.676
H -2.338 1.796 -1.370
H -1.031 2.604 -2.223
H -0.027 1.823 -0.246
H 0.362 0.387 -1.291
H -1.437 -0.904 -0.478
H -2.039 0.513 0.502
H 0.042 0.484 1.822
H 0.655 -0.839 0.898
H -1.963 -2.049 1.688
H 3.060 5.360 2.923
H 2.469 4.957 1.535
O 2.961 4.641 2.296
H -1.073 -2.123 -2.794
H -1.904 -3.367 -2.813
O -1.146 -2.980 -2.367
H 3.748 -3.789 1.509
H 2.325 -4.222 1.174
O 3.160 -3.971 0.761